#1
60
Properties=species:S:1:pos:R:3 method="wB97M-V/def2-TZVPD" homo_ha=-0.41588 gap_ev=9.206 charge=+1
C -2.3600 -0.9509 2.0955
O -1.7157 -1.6575 0.9938
C -1.4500 -0.8566 3.2872
C -0.6728 0.4167 3.4725
C -0.1170 0.8692 2.0996
C -0.4340 2.0239 1.5063
N -0.5043 2.2920 -0.0092
N 0.7643 -0.0402 1.5905
H -3.2077 -1.6134 2.2658
H -2.6161 0.0228 1.6624
H -0.8233 -1.3167 0.8357
H -1.9912 -1.0712 4.2170
H -0.7299 -1.6655 3.4054
H 0.2264 0.5804 4.1217
H -1.2910 1.2280 3.8874
H -0.9552 2.8497 1.9632
H -0.7097 3.2808 -0.2505
H 0.3450 1.8588 -0.4165
H -1.2991 1.7533 -0.3472
H 1.1301 -0.6636 2.2832
H 1.4556 0.1540 0.8763
H -0.4273 -0.1556 -5.2895
H -1.0263 0.1921 -3.9699
O -0.9015 -0.5717 -4.5556
H 1.6811 -2.6542 -1.5345
H 3.0782 -3.4000 -1.5802
O 2.4958 -2.8642 -1.0348
H 1.5620 -1.3653 5.4473
H 1.7720 -2.1374 4.0839
O 1.3939 -1.3534 4.4990
H -0.4460 2.6172 -3.1077
H 0.8998 2.0151 -3.3803
O -0.0197 1.7555 -3.2474
H -3.8665 -1.7876 -3.6688
H -2.8342 -1.0826 -4.5732
O -3.3504 -0.9802 -3.7626
H 3.7415 -1.3005 2.5519
H 5.1675 -0.6649 2.6529
O 4.2384 -0.4755 2.5027
H -0.2826 -0.9328 -1.6635
H 0.4870 -1.1133 -2.9360
O 0.5039 -1.3911 -2.0075
H 2.5844 2.8360 -1.4353
H 2.4406 1.3098 -1.3214
O 1.9244 2.1338 -1.4455
H -2.2629 -0.8094 -0.6964
H -2.4325 -0.4737 -2.2827
O -1.9325 -0.3092 -1.4574
H -4.0153 2.1540 -1.1671
H -2.7829 1.1250 -1.3087
O -3.0694 2.0634 -1.3114
H -1.7227 4.8128 -2.8888
H -2.4122 3.6871 -2.1454
O -1.5198 4.0134 -2.3847
H 2.7662 -1.2753 -0.6755
H 3.7358 -0.3500 0.2188
O 3.1580 -0.3675 -0.5575
H 2.8362 -3.3790 1.2043
H 3.0599 -3.9064 2.5629
O 2.7335 -3.1082 2.1257

***

#2
60
Properties=species:S:1:pos:R:3 method="wB97M-V/def2-TZVPD" homo_ha=-0.44490 gap_ev=9.525 charge=+1
N -0.4065 -0.2233 1.7084
C 0.7727 -0.2746 0.7819
C 0.3170 0.4337 -0.4831
N -0.1393 1.7709 -0.0624
C -1.5886 1.9028 -0.3777
C 0.5768 2.7682 -0.8811
C 1.8921 2.8163 -0.1435
O 2.7915 2.0252 -0.3669
H -1.2399 -0.6723 1.3253
H -0.5955 0.7688 1.9814
H -0.2078 -0.6798 2.6209
H 1.5764 0.2210 1.2893
H 0.9097 -1.3047 0.5766
H 1.0262 0.5266 -1.2626
H -0.4220 -0.2002 -0.9980
H -1.8817 2.9159 -0.2037
H -2.1892 1.3570 0.3228
H -1.7169 1.7220 -1.4399
H 0.0564 3.7363 -0.9206
H 0.5952 2.4631 -1.9371
H 2.0762 3.6589 0.5395
H 2.5022 -2.6796 -3.4488
H 3.6261 -1.4499 -3.7760
O 2.9545 -1.8271 -3.1662
H -1.5644 -0.5259 -3.4675
H 0.0186 -0.6802 -3.6161
O -0.7186 -0.1923 -4.0296
H -0.3140 1.4354 -3.5755
H -0.3526 2.8065 -4.2222
O -0.6398 2.3432 -3.4155
H -5.4946 -0.4158 -0.3774
H -4.0069 -0.6370 -0.2944
O -4.7133 -0.5656 -0.9505
H 0.4765 -3.6457 -3.9954
H 1.6282 -4.5756 -3.3222
O 1.4535 -3.9264 -4.0315
H 2.8850 0.0828 3.5540
H 2.9321 -0.2208 5.0765
O 2.3307 0.0442 4.3732
H -0.4470 -3.1740 0.2633
H -1.8449 -3.5396 0.7627
O -1.3166 -2.8507 0.3638
H -2.2591 2.9979 3.7232
H -1.0274 2.7210 4.3764
O -1.8457 2.3054 4.1849
H 3.2405 -1.4613 -1.3678
H 3.1036 0.1854 -0.6387
O 3.0494 -0.8566 -0.6203
H 3.8795 -0.7306 1.0079
H 5.0192 -1.0858 1.8834
O 4.1420 -0.7451 1.9299
H 0.6950 -0.3839 4.6028
H -0.6784 0.1454 4.5381
O -0.2322 -0.6390 4.4818
H -3.6561 -1.2552 -3.1710
H -3.3860 -1.9398 -1.9678
O -2.9209 -1.6397 -2.7260
H -3.4351 0.4058 2.4724
H -2.6023 0.4194 3.6804
O -2.6836 0.0194 2.8358

***

Looking at the structures above, #1 is most stable, and the difference to the next one is 54.4 kcal/mol.